# 1
The following is a quantum chemistry calculation of a molecular structure, C40H37N4PReSSbSe4Si, from the Open Molecules 2025 dataset.

Summary:
E_tot: -346085.153 eV
net charge: +2
largest force on an atom: 0.017 hartree/bohr

Geometry as XYZ:
```
90
Properties=species:S:1:pos:R:3:lowdin_charge:R:1
Re -0.600 -1.609 -0.498 0.762
Se -4.783 0.806 -1.536 0.030
Sb -3.632 -0.883 -2.680 -0.027
Se -0.770 -0.133 -2.318 0.342
Se -2.577 -2.711 -1.084 0.156
Se -3.653 -1.785 -4.831 0.037
C -0.198 -5.656 1.109 -0.067
C 0.286 -5.719 -0.345 -0.200
C 1.063 -4.501 -0.720 -0.542
N 0.590 -3.306 -0.759 -0.199
N 1.458 -2.297 -1.103 -0.094
C 2.666 -2.744 -1.347 -0.618
N 3.706 -1.992 -1.672 0.181
S 2.731 -4.478 -1.151 1.219
H -0.778 -6.547 1.339 0.091
H -0.839 -4.787 1.265 0.058
H 0.641 -5.605 1.805 0.086
H -0.563 -5.785 -1.025 0.127
H 0.902 -6.601 -0.507 0.118
H 3.551 -1.022 -1.934 0.091
H 4.577 -2.410 -1.955 0.128
N -1.115 -0.708 0.894 -0.390
P -1.547 -0.215 2.410 0.937
C -2.984 -1.150 2.851 -0.300
C -3.100 -1.792 4.086 -0.066
C -4.263 -2.490 4.380 -0.050
C -5.292 -2.548 3.448 -0.041
C -5.177 -1.900 2.222 -0.046
C -4.024 -1.195 1.918 -0.103
C -1.915 1.513 2.326 -0.302
C -2.008 2.147 1.085 -0.074
C -2.438 3.467 1.033 -0.053
C -2.758 4.143 2.201 -0.039
C -2.669 3.507 3.435 -0.047
C -2.261 2.187 3.501 -0.075
C -0.216 -0.576 3.537 -0.304
C 0.130 -1.919 3.736 -0.095
C 1.190 -2.236 4.565 -0.053
C 1.908 -1.221 5.195 -0.043
C 1.573 0.107 4.992 -0.053
C 0.515 0.437 4.153 -0.066
H -2.301 -1.739 4.815 0.108
H -4.370 -2.983 5.339 0.118
H -6.197 -3.096 3.682 0.120
H -5.990 -1.935 1.506 0.121
H -3.947 -0.664 0.975 0.036
H -1.762 1.615 0.174 0.064
H -2.541 3.962 0.075 0.108
H -3.097 5.171 2.154 0.120
H -2.932 4.037 4.341 0.119
H -2.235 1.681 4.461 0.121
H -0.449 -2.707 3.267 0.105
H 1.449 -3.273 4.741 0.115
H 2.733 -1.473 5.850 0.120
H 2.133 0.892 5.486 0.120
H 0.267 1.475 3.983 0.107
C 3.077 2.803 1.361 -0.060
C 2.834 3.692 0.325 -0.053
C 2.160 3.266 -0.815 -0.079
C 1.715 1.940 -0.936 -0.288
C 1.967 1.062 0.124 -0.120
C 2.641 1.485 1.262 -0.075
Si 1.034 1.420 -2.571 0.495
C 0.217 2.769 -3.474 -0.322
C -0.568 3.695 -2.776 -0.103
C -1.172 4.747 -3.448 -0.059
C -0.995 4.884 -4.822 -0.052
C -0.222 3.971 -5.526 -0.056
C 0.384 2.915 -4.855 -0.070
C 2.313 0.467 -3.526 -0.313
C 2.034 -0.626 -4.360 -0.115
C 3.054 -1.261 -5.062 -0.067
C 4.367 -0.823 -4.937 -0.069
C 4.665 0.257 -4.115 -0.072
C 3.646 0.899 -3.416 -0.099
H 3.609 3.135 2.245 0.113
H 3.168 4.720 0.402 0.116
H 1.973 3.978 -1.615 0.110
H 1.645 0.029 0.073 0.044
H 2.828 0.785 2.069 0.101
H -0.702 3.593 -1.703 0.092
H -1.780 5.463 -2.908 0.111
H -1.460 5.711 -5.345 0.116
H -0.092 4.080 -6.595 0.115
H 0.988 2.204 -5.412 0.107
H 1.017 -0.970 -4.489 0.080
H 2.821 -2.091 -5.718 0.114
H 5.159 -1.313 -5.494 0.115
H 5.685 0.611 -4.029 0.115
H 3.896 1.746 -2.783 0.110
```

=====

# 2
The following is a quantum chemistry calculation of 5 unconnected molecules or ions with the total composition C35H58Cl2F5N3O6S4Si, from the Open Molecules 2025 dataset.

Summary:
E_tot: -143827.065 eV
largest force on an atom: 0.138 hartree/bohr

Geometry as XYZ:
```
114
Properties=species:S:1:pos:R:3:lowdin_charge:R:1
C 6.716 2.504 0.432 -0.088
C 6.244 1.014 0.934 -0.227
N 4.868 0.810 0.381 -0.144
C 4.401 -0.632 0.577 -0.158
C 3.467 -0.938 -0.719 -0.100
C 2.704 -2.364 -0.671 -0.285
C 3.404 -3.153 0.581 -0.181
N 4.147 -3.873 1.227 0.178
C 2.913 -3.079 -2.077 -0.470
Cl 1.580 -3.484 -3.307 0.647
C 4.223 -3.459 -2.566 -0.580
C 4.412 -4.196 -4.009 -0.156
Cl 5.785 -3.153 -1.672 0.639
C 1.136 -2.255 -0.169 -0.182
C 1.330 -1.754 1.377 -0.113
N 1.446 -1.283 2.493 0.201
C 0.512 -3.733 -0.187 -0.083
C -0.431 -4.181 1.016 -0.221
O -1.430 -3.232 1.446 -0.044
C 0.340 -4.788 2.321 -0.297
F 0.326 -3.875 3.442 0.049
F -0.457 -5.920 2.776 -0.002
F 1.629 -5.314 2.040 0.063
C 0.289 -1.100 -0.881 -0.292
F 0.777 -0.690 -2.184 -0.003
F 0.439 0.101 -0.054 -0.018
C -1.287 -1.294 -1.025 -0.132
C -2.163 -0.420 0.051 -0.236
Si -4.078 -0.679 -0.221 0.563
C -4.488 -2.092 -1.447 -0.204
C -4.795 -0.986 1.562 -0.222
C -4.810 1.040 -0.768 -0.226
C -4.489 1.453 -2.274 -0.079
C -4.979 2.831 -2.821 -0.084
C -5.774 3.751 -1.808 -0.074
C -6.114 3.337 -0.340 -0.063
C -5.620 1.950 0.216 -0.061
C 3.869 1.730 0.968 -0.369
C 3.683 2.033 2.536 -0.018
O 3.042 2.313 0.180 0.017
H 7.824 2.549 0.150 0.074
H 6.372 3.340 1.139 0.077
H 6.129 2.672 -0.559 0.090
H 6.306 0.996 2.083 0.112
H 6.962 0.281 0.415 0.123
H 3.831 -0.633 1.571 0.111
H 5.375 -1.250 0.591 0.109
H 4.198 -0.895 -1.622 0.119
H 2.791 -0.023 -0.842 0.113
H 5.538 -4.333 -4.237 0.075
H 3.892 -3.597 -4.858 0.077
H 3.940 -5.242 -4.032 0.081
H 1.288 -4.586 -0.343 0.149
H -0.136 -3.796 -1.153 0.109
H -1.038 -5.094 0.617 0.177
H -2.139 -3.749 1.915 0.133
H -1.697 -2.353 -0.968 0.086
H -1.608 -0.875 -2.062 0.131
H -1.858 -0.679 1.143 0.087
H -2.000 0.712 -0.064 0.086
H -5.453 -1.799 -2.010 0.047
H -3.625 -2.399 -2.135 0.031
H -4.749 -3.037 -0.822 0.050
H -4.490 -2.008 1.980 0.030
H -4.377 -0.125 2.215 0.049
H -5.947 -0.901 1.484 0.046
H -3.882 0.760 -2.979 0.092
H -4.736 3.165 -3.897 0.087
H -6.100 4.778 -2.220 0.090
H -6.689 4.065 0.324 0.084
H -5.828 1.630 1.296 0.080
H 4.493 1.580 3.210 0.073
H 2.634 1.696 2.908 0.093
H 3.711 3.177 2.725 0.087
C -3.091 -9.940 2.939 -0.271
S -2.156 -8.710 2.003 0.791
O -2.859 -8.511 0.697 -0.562
C -0.720 -9.758 1.692 -0.267
H -4.056 -9.508 3.209 0.050
H -3.250 -10.831 2.330 0.057
H -2.544 -10.198 3.848 0.053
H -1.025 -10.661 1.159 0.057
H -0.249 -10.022 2.640 0.054
H -0.009 -9.199 1.080 0.050
C 0.665 5.182 2.569 -0.264
S 1.735 6.636 2.615 0.803
O 3.142 6.161 2.437 -0.569
C 1.500 6.990 4.370 -0.274
H 0.690 4.767 1.560 0.055
H 1.022 4.432 3.277 0.053
H -0.358 5.473 2.814 0.052
H 1.806 6.129 4.969 0.057
H 0.451 7.224 4.558 0.051
H 2.115 7.852 4.635 0.049
C -9.591 0.403 -4.613 -0.275
S -8.161 1.392 -4.124 0.779
O -8.634 2.402 -3.130 -0.553
C -7.965 2.239 -5.706 -0.270
H -9.913 -0.187 -3.753 0.050
H -10.406 1.056 -4.930 0.056
H -9.309 -0.269 -5.426 0.050
H -8.880 2.780 -5.956 0.057
H -7.735 1.509 -6.485 0.052
H -7.138 2.947 -5.620 0.041
C 7.312 9.262 1.178 -0.279
S 6.482 7.658 1.172 0.799
O 7.344 6.710 0.401 -0.563
C 5.119 8.150 0.095 -0.273
H 8.224 9.177 1.770 0.047
H 7.568 9.554 0.158 0.054
H 6.657 10.010 1.630 0.049
H 5.510 8.510 -0.859 0.055
H 4.535 8.933 0.581 0.052
H 4.484 7.280 -0.078 0.047
```

=====

# 3
The following is a quantum chemistry calculation of a molecular structure, C2H2O2Pr, from the Open Molecules 2025 dataset.

Summary:
E_tot: -20257.295 eV
ΔE to the lowest compared entry with this formula, charge and spin: 38.5 kJ/mol
net charge: +1
⟨S²⟩: 2.013
2S+1: 3
largest force on an atom: 0.103 hartree/bohr

Geometry as XYZ:
```
7
Properties=species:S:1:pos:R:3:lowdin_charge:R:1
H -1.642 -1.593 0.628 0.089
C -1.696 -0.612 0.173 0.004
C -1.821 0.513 -0.263 -0.005
H -1.992 1.531 -0.590 0.085
O 2.914 -0.806 -0.107 -0.407
O 3.177 0.674 0.150 -0.413
Pr 1.060 0.293 0.009 1.647
```

=====

# 4
The following is a quantum chemistry calculation of C37H34N4O4 in the gas phase, from the Open Molecules 2025 dataset.

Summary:
E_tot: -53067.854 eV
largest force on an atom: 0.069 hartree/bohr

Geometry as XYZ:
```
79
Properties=species:S:1:pos:R:3:lowdin_charge:R:1
C -3.957 2.068 3.577 -0.081
C -3.291 2.460 2.417 -0.062
C -2.049 1.900 2.097 -0.014
C -1.456 0.971 2.951 -0.163
C -0.124 0.283 2.537 -0.262
C 0.864 1.332 1.996 -0.263
O 1.461 1.180 0.938 0.091
C 1.169 2.571 2.792 -0.128
C 0.885 2.825 4.147 -0.017
C 1.161 4.077 4.713 -0.062
C 1.698 5.100 3.918 -0.074
C 2.026 4.849 2.579 -0.070
C 1.789 3.590 2.036 -0.014
C 0.593 -0.141 3.723 -0.212
N 1.266 -0.421 4.641 0.228
C -2.093 0.629 4.146 -0.032
C -3.351 1.162 4.448 -0.062
H -4.939 2.482 3.806 0.106
H -3.728 3.202 1.749 0.107
H -1.518 2.197 1.192 0.127
H 0.445 2.044 4.766 0.098
H 0.933 4.266 5.768 0.109
H 1.841 6.097 4.333 0.103
H 2.446 5.628 1.945 0.106
H 2.044 3.390 0.994 0.118
H -1.636 -0.056 4.860 0.116
H -3.857 0.862 5.371 0.110
C -0.556 -2.429 -5.356 -0.018
N -0.003 -1.755 -4.205 -0.031
C 1.173 -1.065 -4.311 -0.361
O 1.778 -0.837 -5.357 0.078
C 1.552 -0.624 -2.894 -0.185
C 2.041 0.821 -2.792 -0.081
C 3.304 1.078 -3.580 -0.227
C 3.428 2.289 -4.268 -0.046
C 4.501 2.498 -5.139 -0.082
C 5.483 1.507 -5.287 -0.093
C 5.414 0.339 -4.516 -0.078
C 4.341 0.136 -3.640 -0.041
N 0.303 -0.856 -2.157 -0.010
C 0.346 -0.720 -0.788 -0.084
C -0.649 -0.709 0.135 -0.048
C -0.339 -0.934 1.600 -0.175
C -1.339 -1.917 2.265 -0.146
C -2.584 -2.158 1.707 0.062
C -3.420 -3.161 2.243 -0.147
N -4.600 -3.578 1.564 -0.316
O -5.253 -4.517 2.083 0.045
O -4.955 -3.026 0.501 0.059
C -3.059 -3.870 3.390 0.005
C -1.863 -3.552 4.016 -0.043
C -0.988 -2.622 3.439 -0.010
C -0.613 -1.764 -2.875 -0.472
C -2.038 -1.199 -2.940 0.000
C -0.649 -3.193 -2.315 0.004
H 0.006 -2.089 -6.227 0.093
H -0.468 -3.520 -5.287 0.094
H -1.610 -2.176 -5.487 0.083
H 2.338 -1.321 -2.525 0.155
H 1.241 1.477 -3.173 0.134
H 2.198 1.066 -1.732 0.116
H 2.649 3.047 -4.138 0.112
H 4.564 3.429 -5.705 0.100
H 6.305 1.651 -5.987 0.097
H 6.193 -0.424 -4.598 0.103
H 4.292 -0.764 -3.023 0.108
H 1.363 -0.533 -0.427 0.119
H -1.680 -0.463 -0.159 0.100
H 0.641 -1.451 1.607 0.160
H -2.943 -1.637 0.813 0.114
H -3.720 -4.658 3.738 0.121
H -1.597 -4.058 4.944 0.114
H -0.004 -2.478 3.898 0.105
H -1.998 -0.135 -3.209 0.100
H -2.602 -1.727 -3.720 0.076
H -2.563 -1.329 -1.987 0.073
H 0.368 -3.586 -2.243 0.094
H -1.133 -3.220 -1.334 0.077
H -1.221 -3.830 -3.002 0.086
```

=====

# 5
The following is a quantum chemistry calculation of 3 unconnected molecules or ions with the total composition C4H15NO3, from the Open Molecules 2025 dataset.

Summary:
E_tot: -12022.706 eV
ΔE to the lowest compared entry with this formula, charge and spin: 145.9 kJ/mol
largest force on an atom: 0.053 hartree/bohr

Geometry as XYZ:
```
23
Properties=species:S:1:pos:R:3:lowdin_charge:R:1
C -1.088 -0.918 1.772 -0.106
N 0.154 -0.229 1.343 -0.099
C -0.993 1.006 -0.546 -0.051
C -0.051 1.065 0.666 -0.374
C 1.344 1.267 0.018 -0.233
O 2.288 1.623 1.040 -0.077
H -0.886 -1.891 2.200 0.071
H -1.755 -1.089 0.928 0.062
H -1.665 -0.550 2.646 0.081
H 0.853 -0.078 2.072 0.121
H -1.738 0.215 -0.404 0.056
H -0.382 0.872 -1.428 0.066
H -1.574 1.951 -0.636 0.093
H -0.237 1.942 1.316 0.143
H 1.723 0.349 -0.423 0.114
H 1.283 2.133 -0.692 0.130
H 2.160 2.532 1.313 0.079
H 1.380 -1.652 0.696 -0.023
H 2.810 -2.200 -0.046 0.028
O 2.010 -2.345 0.460 -0.080
H -2.388 -0.865 -4.484 0.043
H -1.488 -1.533 -3.444 0.023
O -1.760 -1.605 -4.367 -0.069
```